Entry 1:
Computed, not measured: a molecular structure, C20H31Cl3IrO3SSi2 in a non-equilibrium geometry, with ωB97M-V/def2-TZVPD.

- E (eV) = -94383.413
- net charge = -1

Atoms and positions in Å:
1 Ir 0.79 -0.72 -0.49
2 C -1.47 -2.85 -2.91
3 Si -1.27 -1.87 -1.24
4 C -2.26 -3.04 -0.03
5 C -2.50 -0.37 -1.45
6 C -3.82 -0.64 -1.81
7 C -4.75 0.37 -1.97
8 C -4.37 1.68 -1.76
9 C -3.07 1.96 -1.40
10 C -2.12 0.96 -1.24
11 Si -0.31 1.47 -0.73
12 C 0.20 2.78 -2.07
13 C -0.60 2.62 0.82
14 H -2.49 -3.18 -3.06
15 H -0.84 -3.74 -2.91
16 H -1.18 -2.25 -3.76
17 H -3.22 -3.32 -0.44
18 H -2.43 -2.55 0.92
19 H -1.71 -3.95 0.16
20 H -4.13 -1.67 -1.97
21 H -5.77 0.13 -2.26
22 H -5.09 2.48 -1.87
23 H -2.79 2.99 -1.22
24 H -0.46 3.65 -2.05
25 H 0.16 2.36 -3.07
26 H 1.21 3.14 -1.91
27 H -1.24 3.47 0.57
28 H 0.34 3.02 1.20
29 H -1.07 2.07 1.63
30 C 0.80 -1.87 4.98
31 C -0.18 -1.10 4.08
32 C -1.55 -1.79 4.11
33 C -0.31 0.35 4.59
34 C 0.33 -1.08 2.71
35 C 0.77 -1.09 1.57
36 H 0.44 -1.89 6.00
37 H 1.78 -1.40 4.96
38 H 0.91 -2.89 4.62
39 H -1.93 -1.84 5.12
40 H -1.46 -2.79 3.71
41 H -2.25 -1.24 3.49
42 H -0.63 0.36 5.63
43 H -1.04 0.89 3.99
44 H 0.64 0.86 4.51
45 C 4.63 0.87 1.62
46 S 4.57 0.24 -0.13
47 C 4.73 1.91 -0.89
48 O 3.18 -0.19 -0.30
49 H 5.65 1.18 1.84
50 H 4.33 0.06 2.27
51 H 3.93 1.69 1.74
52 H 5.74 2.26 -0.73
53 H 4.00 2.58 -0.47
54 H 4.54 1.77 -1.95
55 Cl 2.25 -1.54 -5.81
56 C 1.86 -0.06 -4.91
57 Cl 2.57 1.31 -5.76
58 Cl 0.11 0.13 -4.86
59 C 2.50 -0.20 -3.42
60 O 3.61 0.29 -3.30
61 O 1.75 -0.81 -2.66


Entry 2:
Computed, not measured: 2 unconnected molecules or ions with the total composition C5H11ClOSi in a non-equilibrium geometry, with ωB97M-V/def2-TZVPD.

- SMILES = C=C(C)CCl.C[SiH]=O
- E (eV) = -27810.434
- energy above the lowest of the compared OMol25 structures with the same formula, charge and spin (kJ/mol) = 128.6

Atoms and positions in Å:
1 C 0.41 0.08 -2.40
2 C 0.97 0.81 -1.45
3 C 0.25 1.89 -0.70
4 C 2.40 0.62 -1.09
5 Cl 3.41 1.85 -1.94
6 H 0.95 -0.69 -2.92
7 H -0.62 0.22 -2.69
8 H -0.71 2.11 -1.15
9 H 0.86 2.80 -0.69
10 H 0.10 1.58 0.33
11 H 2.78 -0.35 -1.40
12 H 2.58 0.77 -0.02
13 C -1.82 -1.25 2.20
14 Si -0.19 -2.14 1.85
15 O 0.74 -1.81 0.71
16 H -1.87 -0.30 1.67
17 H -2.67 -1.85 1.87
18 H -1.97 -1.05 3.26
19 H 0.04 -3.17 2.85